1.
38
Properties=species:S:1:pos:R:3:mulliken_charge:R:1 method="wB97M-V/def2-TZVPD" spin_multiplicity=1 homo_ev=-9.0358 e_tot_ev=-22358.1263 relative_energy_kcal_mol=91.0 charge=0
N 4.785 0.677 -0.590 -0.60
C 4.001 1.410 0.375 -0.47
C 3.540 0.434 1.439 -0.68
C 2.856 -0.742 0.766 -0.74
C 1.617 -0.320 0.046 -0.54
C 0.568 -1.435 -0.316 -0.35
N 1.338 -2.471 -1.121 -0.74
C -0.800 -0.925 -0.972 0.37
O -0.957 -0.477 -2.122 -0.74
N -1.810 -0.849 -0.141 0.05
C -1.929 -1.505 1.201 -0.54
C -3.027 -0.592 1.774 -0.72
C -3.796 -0.073 0.703 -0.75
C -2.808 0.225 -0.398 -0.28
C -1.828 1.709 -0.319 0.37
O -0.727 1.795 0.122 -0.49
O -2.551 2.816 -0.769 -0.49
H 5.609 0.309 -0.048 0.23
H 5.170 1.360 -1.288 0.26
H 3.112 2.066 0.032 0.27
H 4.647 2.265 0.814 0.33
H 2.718 0.924 2.095 0.28
H 4.206 0.066 2.265 0.31
H 3.642 -1.151 0.135 0.39
H 2.582 -1.488 1.492 0.40
H 1.715 0.076 -0.988 0.28
H 1.273 0.503 0.667 0.43
H 0.194 -1.937 0.497 0.59
H 1.430 -2.047 -2.020 0.35
H 0.654 -3.190 -1.324 0.31
H -0.940 -1.545 1.586 0.43
H -2.366 -2.529 0.983 0.18
H -3.696 -1.087 2.457 0.41
H -2.514 0.239 2.220 0.31
H -4.426 -0.923 0.288 0.29
H -4.503 0.632 1.035 0.44
H -3.156 0.384 -1.442 0.44
H -2.018 3.390 -0.143 0.40

=====

2.
95
Properties=species:S:1:pos:R:3:mulliken_charge:R:1 method="wB97M-V/def2-TZVPD" s2=0.753 spin_multiplicity=2 homo_ev="-9.6093 / -9.6103" e_tot_ev=-121505.1137 relative_energy_kcal_mol=14.4 charge=+1
Cu -2.208 -0.340 -0.032 -0.56
C 2.328 0.342 -1.888 -2.08
N 2.613 0.220 -0.466 0.60
C 1.931 -0.742 0.375 -2.55
P 0.209 -0.238 1.081 2.19
C 0.195 -1.259 2.601 0.28
C -0.399 -0.781 3.772 -0.53
C -0.417 -1.554 4.921 -1.11
C 0.120 -2.834 4.908 -0.81
C 0.661 -3.340 3.737 -0.69
C 0.699 -2.559 2.589 -0.77
C 0.668 1.428 1.686 1.56
C 1.169 1.719 2.954 -1.03
C 1.542 3.014 3.278 -0.79
C 1.432 4.031 2.339 -1.03
C 0.952 3.750 1.070 -0.68
C 0.569 2.456 0.749 0.03
C 3.796 0.827 -0.011 1.60
C 4.705 1.385 -0.923 -0.89
C 5.877 1.984 -0.487 -0.72
C 6.192 2.039 0.860 -0.62
C 5.307 1.482 1.769 -0.94
C 4.130 0.888 1.347 -0.27
P 0.579 -0.103 -2.320 1.34
C 0.371 0.911 -3.832 0.51
C 0.526 2.295 -3.706 -0.46
C 0.307 3.138 -4.783 -0.77
C -0.093 2.610 -6.004 -0.60
C -0.279 1.243 -6.132 -0.74
C -0.059 0.395 -5.053 -0.65
C 0.810 -1.804 -2.971 0.61
C 1.754 -2.083 -3.963 -0.53
C 1.902 -3.373 -4.446 -0.91
C 1.107 -4.399 -3.949 -0.57
C 0.177 -4.133 -2.958 -0.71
C 0.034 -2.842 -2.466 -0.42
H 3.011 -0.278 -2.478 0.89
H 2.479 1.380 -2.183 0.87
H 2.559 -0.932 1.241 1.19
H 1.774 -1.682 -0.162 0.53
H -0.814 0.220 3.790 0.77
H -0.845 -1.157 5.834 0.48
H 0.119 -3.433 5.810 0.43
H 1.066 -4.343 3.716 0.47
H 1.135 -2.969 1.686 0.39
H 1.287 0.934 3.690 0.50
H 1.942 3.227 4.261 0.46
H 1.729 5.039 2.597 0.47
H 0.881 4.535 0.327 0.54
H 0.219 2.224 -0.252 -0.39
H 4.522 1.335 -1.985 0.40
H 6.555 2.400 -1.222 0.39
H 7.115 2.495 1.193 0.41
H 5.530 1.508 2.829 0.40
H 3.467 0.483 2.092 0.08
H 0.831 2.714 -2.751 0.21
H 0.449 4.206 -4.674 0.45
H -0.258 3.265 -6.850 0.39
H -0.600 0.830 -7.080 0.43
H -0.232 -0.666 -5.167 0.47
H 2.366 -1.290 -4.374 0.43
H 2.638 -3.578 -5.213 0.43
H 1.212 -5.403 -4.339 0.40
H -0.443 -4.931 -2.570 0.47
H -0.697 -2.623 -1.696 -0.08
N -3.703 -0.035 2.894 0.06
C -3.354 1.159 2.300 0.91
C -3.596 2.331 3.034 -0.98
C -3.271 3.550 2.496 -0.56
C -2.727 3.605 1.211 -1.02
C -2.542 2.424 0.547 -0.03
N -2.833 1.214 1.071 0.79
C -3.487 -1.367 2.557 0.85
C -3.765 -2.330 3.529 -0.92
C -3.559 -3.658 3.231 -0.44
C -3.109 -4.007 1.961 -1.10
C -2.875 -3.000 1.057 -0.64
N -3.046 -1.699 1.351 0.16
H -4.090 0.081 3.816 0.19
H -4.039 2.263 4.020 0.48
H -3.442 4.456 3.061 0.44
H -2.463 4.547 0.756 0.49
H -2.149 2.406 -0.461 0.32
H -4.122 -2.033 4.506 0.41
H -3.744 -4.416 3.980 0.45
H -2.949 -5.039 1.686 0.50
H -2.546 -3.204 0.045 0.61
N -3.421 0.561 -1.827 -0.41
N -3.784 -0.631 -2.470 -0.41
C -2.954 -1.747 -2.337 -0.23
O -3.126 -2.709 -3.052 -0.68
O -2.036 -1.636 -1.419 1.82
H -4.252 1.021 -1.476 0.28
H -2.915 1.184 -2.451 0.24
H -4.310 -0.576 -3.328 0.27

=====

3.
13
Properties=species:S:1:pos:R:3:mulliken_charge:R:1 method="wB97M-V/def2-TZVPD" spin_multiplicity=1 homo_ev=-8.9201 e_tot_ev=-6786.1465 relative_energy_kcal_mol=54.6 charge=0
C 0.566 2.128 -0.743 -0.88
C -0.437 1.497 -0.184 0.64
N -1.350 0.901 0.376 -0.47
C -1.272 -0.580 0.539 -0.41
C -0.107 -1.337 -0.060 -0.07
C 1.171 -1.203 0.265 -0.69
H 1.393 2.449 -0.114 0.26
H 0.491 2.403 -1.790 0.25
H -2.161 -1.022 0.090 0.32
H -1.343 -0.802 1.619 0.27
H -0.366 -2.124 -0.769 0.28
H 1.521 -0.408 0.919 0.24
H 1.892 -1.901 -0.148 0.26

=====

4.
9
Properties=species:S:1:pos:R:3:mulliken_charge:R:1 method="wB97M-V/def2-TZVPD" spin_multiplicity=1 homo_ev=-11.0901 e_tot_ev=-18197.1022 relative_energy_kcal_mol=45.8 charge=0
C 0.673 -1.237 -1.441 -0.56
O -0.516 -0.557 -1.028 -0.35
C -0.676 0.061 0.071 0.47
N -0.960 0.635 1.024 -0.37
H 1.717 -1.046 -0.824 0.28
H 0.894 -1.093 -2.503 0.26
H 0.582 -2.384 -1.367 0.26
Cl -1.010 3.309 3.382 -0.27
H -0.704 2.312 2.685 0.28

=====

5.
12
Properties=species:S:1:pos:R:3:mulliken_charge:R:1 method="wB97M-V/def2-TZVPD" spin_multiplicity=1 homo_ev=-13.5489 e_tot_ev=-9142.3484 relative_energy_kcal_mol=61.3 charge=+1
H 3.415 -1.844 -0.170 0.30
N 2.399 -1.880 0.044 -0.53
C 1.691 -0.877 0.024 0.45
N 1.725 0.446 -0.076 -0.41
C 0.580 -0.001 0.075 0.19
C -0.875 0.394 0.095 0.53
N -1.769 -0.486 -0.161 -0.31
N -0.966 1.698 0.231 -0.32
H -1.582 -1.521 -0.302 0.31
H -2.737 -0.228 -0.063 0.26
H -0.148 2.104 0.523 0.25
H -1.733 2.197 -0.219 0.27

=====

6.
7
Properties=species:S:1:pos:R:3:mulliken_charge:R:1 method="wB97M-V/def2-TZVPD" spin_multiplicity=1 homo_ev=-10.4620 e_tot_ev=-8139.6203 relative_energy_kcal_mol=132.6 charge=0
C 0.194 0.011 0.066 -0.13
N 1.340 -0.194 0.484 -0.39
N 2.756 0.005 -0.016 1.01
O 3.040 1.138 -0.243 -0.50
O 3.401 -0.987 -0.051 -0.50
H -0.586 -0.104 0.818 0.25
H -0.118 0.261 -0.946 0.26